Entry 1:
27
Properties=species:S:1:pos:R:3:mulliken_charge:R:1 method="wB97M-V/def2-TZVPD" smiles="C[C@H](c1ccccc1)[N@@H+]1C[C@]1(I)C=O" e_homo_ev=-12.93 homo_lumo_gap_ev=9.36 relative_energy_kcal_mol=34.9 energy_ha=-854.2712 total_charge=+1
C -1.818 1.789 0.748 -1.393
C -0.510 1.137 0.221 -0.447
C -0.575 -0.170 -0.547 0.640
C -0.924 -1.343 0.214 -0.564
C -1.001 -2.572 -0.485 -0.297
C -0.570 -2.712 -1.740 -0.777
C -0.388 -1.585 -2.467 -0.545
C -0.255 -0.361 -1.852 -0.124
N 0.341 0.903 1.415 0.045
C 1.443 1.797 1.784 -0.261
C 1.792 0.471 1.266 -0.238
I 2.627 -1.138 2.377 0.248
C 2.228 0.384 -0.515 0.114
O 2.265 1.386 -1.167 -0.374
H -2.472 1.000 1.100 0.372
H -1.536 2.470 1.493 0.457
H -2.362 2.243 -0.067 0.391
H 0.022 1.805 -0.423 0.608
H -1.396 -1.307 1.193 0.308
H -1.479 -3.537 0.001 0.253
H -0.661 -3.610 -2.213 0.510
H 0.037 -1.703 -3.479 0.348
H 0.208 0.530 -2.329 0.337
H -0.283 0.364 2.080 0.463
H 1.395 1.867 2.838 0.315
H 1.578 2.609 1.228 0.265
H 2.295 -0.717 -0.675 0.348


Entry 2:
25
Properties=species:S:1:pos:R:3:mulliken_charge:R:1 method="wB97M-V/def2-TZVPD" smiles="CC(C)=C(C)C(N)=C(N)N" e_homo_ev=-6.33 homo_lumo_gap_ev=7.24 relative_energy_kcal_mol=13.6 energy_ha=-439.9449
C 0.401 -1.920 0.807 -1.488
C -0.109 -1.207 -0.422 0.571
C 0.057 -1.996 -1.694 -1.682
C -0.800 -0.022 -0.373 0.715
C -1.967 0.294 -1.272 -1.761
C -0.345 0.990 0.567 0.531
N -1.266 1.731 1.316 -0.695
C 1.012 1.155 0.762 0.298
N 2.035 0.841 -0.117 -0.588
N 1.453 1.927 1.824 -0.732
H 0.069 -1.442 1.734 0.341
H -0.005 -2.940 0.833 0.452
H 1.491 -1.992 0.809 0.335
H -0.569 -2.891 -1.714 0.350
H 1.106 -2.308 -1.784 0.389
H -0.159 -1.397 -2.584 0.389
H -2.056 -0.394 -2.118 0.384
H -1.922 1.310 -1.672 0.349
H -2.901 0.193 -0.703 0.369
H -2.166 1.808 0.859 0.252
H -0.875 2.649 1.527 0.230
H 1.678 0.495 -1.002 0.218
H 2.637 1.643 -0.273 0.261
H 0.810 1.836 2.608 0.237
H 2.390 1.638 2.082 0.275


Entry 3:
6
Properties=species:S:1:pos:R:3:mulliken_charge:R:1 method="wB97M-V/def2-TZVPD" e_homo_ev="-11.37 / -11.66" homo_lumo_gap_ev="9.47 / 9.61" relative_energy_kcal_mol=74.0 energy_ha=-728.3421
N 1.904 -0.736 0.308 -0.258
O -0.736 1.287 -0.866 -0.383
F -1.846 0.312 1.142 -0.253
F -1.236 -1.133 -0.662 -0.232
S -0.581 0.216 0.046 0.873
H 2.494 0.054 0.032 0.253


Entry 4:
4
Properties=species:S:1:pos:R:3:mulliken_charge:R:1 method="wB97M-V/def2-TZVPD" e_homo_ev="-8.56 / -8.99" homo_lumo_gap_ev="7.36 / 7.26" relative_energy_kcal_mol=137.2 energy_ha=-2650.4228
C -0.510 0.085 -0.725 -0.518
C -2.536 1.433 0.196 -0.061
Br -2.207 -0.333 -0.086 0.365
H 0.077 -0.349 -0.032 0.214


Entry 5:
11
Properties=species:S:1:pos:R:3:mulliken_charge:R:1 method="wB97M-V/def2-TZVPD" e_homo_ev="-8.35 / -7.01" homo_lumo_gap_ev="8.99 / 6.67" relative_energy_kcal_mol=144.9 energy_ha=-1416.0112
C -0.632 -0.902 0.067 -0.200
C 0.896 1.554 0.754 -0.133
O -1.522 -0.058 -0.544 -0.425
P 0.788 -1.391 -0.843 -0.154
Cl -0.113 2.322 -0.481 -0.113
Cl 1.106 2.354 2.204 -0.135
H -0.854 -1.081 1.114 0.425
H 1.861 1.201 0.252 0.278
H -2.256 0.128 0.055 0.325
H -0.007 -1.258 -1.996 0.060
H 0.732 -2.868 -0.584 0.073


Entry 6:
17
Properties=species:S:1:pos:R:3:lowdin_spin:R:1 method="wB97M-V/def2-TZVPD" e_homo_ev="-5.68 / -10.01" homo_lumo_gap_ev="6.56 / 8.63" multiplicity=3 relative_energy_kcal_mol=62.1 energy_ha=-989.6176
C 0.352 -0.993 1.392 0.101
C 0.869 1.397 -1.869 0.315
C -0.797 -0.892 0.418 0.840
N -0.719 1.750 0.214 0.017
O -1.560 0.301 -1.780 0.030
P -1.096 -2.393 -0.577 0.167
S -0.484 0.422 -0.821 0.392
H 0.657 0.004 1.705 0.003
H -0.009 -1.534 2.267 0.012
H 1.226 -1.531 1.017 0.031
H 1.608 1.793 -1.188 0.009
H 0.300 2.160 -2.375 0.030
H 1.280 0.680 -2.564 0.007
H -0.935 2.597 -0.292 0.002
H -1.439 1.543 0.894 0.006
H -1.173 -3.217 0.547 0.012
H -2.477 -2.234 -0.635 0.025


Entry 7:
86
Properties=species:S:1:pos:R:3:lowdin_spin:R:1 method="wB97M-V/def2-TZVPD" e_homo_ev="-7.52 / -7.52" homo_lumo_gap_ev="5.60 / 5.59" multiplicity=2 relative_energy_kcal_mol=23.7 energy_ha=-4176.3557
Yb 2.655 0.160 1.092 0.999
N 1.777 2.361 0.662 -0.001
C 0.736 2.551 1.731 0.000
C 1.310 2.213 3.086 0.000
O 1.513 3.145 3.869 0.000
N 1.669 0.964 3.266 0.000
C 2.550 0.740 4.380 0.000
C 4.045 0.556 3.732 0.000
O 4.884 0.235 4.572 0.000
O 4.181 0.755 2.524 0.003
H 2.588 3.010 0.749 0.000
H 1.531 2.577 -0.284 0.000
H -0.162 1.898 1.547 0.000
H 0.375 3.586 1.743 0.000
H 2.265 -0.215 4.819 0.000
H 2.578 1.643 4.965 0.000
I 4.495 3.843 -1.084 0.000
C 4.812 1.638 -1.152 0.000
I 5.065 -2.071 0.240 -0.002
H 4.631 1.256 -0.109 0.000
H 5.894 1.505 -1.419 0.000
O 4.124 1.035 -2.163 0.000
C 2.853 0.702 -1.855 0.000
C 2.308 0.119 -3.099 0.000
C 3.128 -0.522 -4.077 0.000
C 2.590 -0.988 -5.275 0.000
C 1.238 -0.939 -5.508 0.000
C 0.379 -0.294 -4.584 0.000
C 0.925 0.237 -3.432 0.000
P 0.180 1.352 -2.265 0.000
C -1.457 0.553 -2.078 0.000
C -1.583 -0.850 -2.314 0.000
C -2.838 -1.446 -2.427 0.000
C -4.000 -0.666 -2.318 0.000
C -3.901 0.675 -1.960 0.000
C -2.643 1.259 -1.751 0.000
C -0.183 2.700 -3.406 0.000
C -1.264 2.767 -4.270 0.000
C -1.429 3.897 -5.039 0.000
C -0.532 4.971 -5.015 0.000
C 0.554 4.933 -4.095 0.000
C 0.688 3.810 -3.306 0.000
H 4.180 -0.687 -3.839 0.000
H 3.232 -1.371 -6.107 0.000
H 0.689 -1.360 -6.351 0.000
H -0.694 -0.283 -4.719 0.000
H -0.649 -1.418 -2.292 0.000
H -2.885 -2.495 -2.689 0.000
H -4.957 -1.132 -2.549 0.000
H -4.843 1.290 -2.020 0.000
H -2.560 2.372 -1.595 0.000
H -1.869 1.923 -4.464 0.000
H -2.341 3.992 -5.601 0.000
H -0.672 5.804 -5.768 0.000
H 1.189 5.792 -3.937 0.000
H 1.598 3.744 -2.645 0.000
C -5.600 -1.832 2.043 0.000
C -4.364 -1.677 2.848 0.000
C -3.411 -0.710 2.460 0.000
C -2.227 -0.577 3.167 0.000
C -1.903 -1.495 4.211 0.000
N -0.628 -1.542 4.883 0.000
C 0.047 -2.735 5.148 0.000
O 0.598 -3.042 6.187 0.000
N 0.034 -3.670 4.056 0.000
C 0.241 -3.380 2.700 0.000
C 0.244 -4.409 1.710 0.000
C 0.704 -4.062 0.449 0.000
C 1.292 -2.822 0.249 0.000
N 1.198 -1.816 1.101 -0.001
C 0.630 -2.070 2.270 0.000
C -2.850 -2.410 4.658 0.000
C -4.068 -2.474 3.943 0.000
H -5.744 -2.857 1.777 0.000
H -5.606 -1.254 1.102 0.000
H -6.436 -1.447 2.604 0.000
H -3.709 0.126 1.739 0.000
H -1.523 0.234 2.929 0.000
H -0.558 -0.912 5.716 0.000
H 0.307 -4.571 4.311 0.000
H -0.078 -5.377 2.031 0.000
H 0.641 -4.821 -0.332 0.000
H 1.774 -2.658 -0.708 0.000
H 0.452 -1.254 2.921 0.000
H -2.628 -3.050 5.509 0.000
H -4.772 -3.261 4.201 0.000


Entry 8:
73
Properties=species:S:1:pos:R:3:mulliken_charge:R:1 method="wB97M-V/def2-TZVPD" e_homo_ev=-8.81 homo_lumo_gap_ev=2.30 energy_ha=-13834.4738 total_charge=+1
N -0.472 -4.921 1.930 -0.414
C -0.506 -5.169 0.638 -0.396
C -0.248 -4.066 -0.492 -0.368
In 1.689 -3.050 0.073 0.928
C 2.917 -2.487 -1.715 0.233
C 4.266 -1.874 -1.165 -0.507
O 5.228 -1.546 -1.937 -0.610
O 4.336 -1.689 0.243 -0.249
C 2.903 -4.476 1.314 0.065
O 3.292 -4.137 2.474 -0.612
O 3.267 -5.741 0.874 -0.666
P 1.148 -0.933 1.333 -0.199
N -0.288 -0.280 0.493 -0.382
O 0.723 -1.276 2.970 -0.024
H -0.667 -5.796 2.435 0.196
H -0.710 -6.247 0.325 0.291
H -1.143 -3.354 -0.552 0.254
H -0.168 -4.632 -1.470 0.023
H 2.374 -1.596 -2.242 -0.008
H 3.101 -3.312 -2.470 0.192
H 4.230 -0.727 0.452 0.315
H -0.897 -1.074 0.253 0.197
H -0.775 0.390 1.098 0.273
H 0.200 -2.100 2.897 0.095
O -1.242 -3.649 4.822 -0.251
H -0.412 -3.273 5.229 0.206
H -1.610 -4.375 5.366 0.448
H -1.081 -3.942 3.885 0.448
C 1.161 -3.505 -5.247 -0.377
Br 1.756 -1.729 -4.761 0.090
Br 2.601 -4.802 -5.144 -0.063
Br -0.382 -4.058 -4.214 -0.018
H 0.847 -3.459 -6.288 0.416
C -1.734 1.878 -0.855 0.421
O -2.273 1.530 0.234 -0.382
N -2.314 2.611 -1.843 0.122
C -1.577 2.942 -3.054 -0.948
C -3.690 3.081 -1.734 -0.957
H -0.706 1.589 -1.105 0.371
H -1.523 4.028 -3.149 0.370
H -2.102 2.525 -3.915 0.365
H -0.567 2.534 -3.021 0.354
H -3.791 3.713 -0.864 0.596
H -4.358 2.209 -1.614 0.010
H -3.974 3.641 -2.627 0.528
Mg -6.398 2.131 -1.457 0.119
F 0.772 0.205 -9.231 -0.337
P 1.995 0.615 -8.255 0.893
F 2.526 1.811 -7.299 -0.336
F 3.549 0.265 -8.533 -0.337
F 2.118 1.673 -9.470 -0.325
F 2.111 -0.949 -7.901 -0.287
F 0.891 0.705 -7.066 -0.293
C 1.633 -1.074 6.362 0.332
Cl 0.293 -0.190 5.603 -0.051
Cl 3.177 -0.385 5.835 -0.079
Cl 1.492 -0.934 8.126 -0.083
Cl 1.591 -2.797 5.889 -0.116
Cl -2.348 3.354 0.727 -0.075
C -1.878 3.693 5.265 -0.713
C -1.318 2.701 4.298 0.523
N -0.880 1.924 3.543 -0.490
H -2.363 4.504 4.725 0.115
H -2.611 3.207 5.911 0.306
H -1.078 4.104 5.881 0.293
Ca 5.862 -3.898 -1.146 1.555
C -1.881 7.207 2.434 -0.651
N -2.855 7.080 3.549 0.890
O -4.021 7.319 3.304 -0.512
O -2.409 6.743 4.632 -0.530
H -2.415 7.511 1.536 0.304
H -1.149 7.959 2.722 0.309
H -1.413 6.233 2.294 0.193


Entry 9:
13
Properties=species:S:1:pos:R:3:mulliken_charge:R:1 method="wB97M-V/def2-TZVPD" smiles="[H]/N=C/N.O.O" e_homo_ev=-9.49 homo_lumo_gap_ev=10.10 relative_energy_kcal_mol=12.7 energy_ha=-302.8771
H -1.238 2.537 0.467 0.220
N -0.844 1.621 0.301 -0.517
C -1.653 0.781 -0.201 -0.033
N -1.326 -0.458 -0.711 -0.433
H -2.734 0.967 -0.185 0.309
H -0.334 -0.670 -0.612 0.254
H -1.901 -1.259 -0.482 0.236
O 1.626 -1.369 -1.485 -0.667
H 1.420 -1.092 -2.386 0.328
H 1.729 -2.323 -1.581 0.322
O 1.859 0.623 2.573 -0.648
H 1.786 0.952 1.675 0.324
H 1.611 -0.310 2.628 0.304


Entry 10:
42
Properties=species:S:1:pos:R:3:mulliken_charge:R:1 method="wB97M-V/def2-TZVPD" e_homo_ev=-8.34 homo_lumo_gap_ev=8.15 relative_energy_kcal_mol=363.5 energy_ha=-1507.9665
O 2.313 -1.589 3.027 -0.732
C 2.053 -1.129 1.794 0.723
N 1.220 -1.893 0.887 0.271
C 1.099 -1.607 -0.407 -0.431
H 1.789 -0.641 -0.758 0.282
H 1.533 -2.472 -0.858 0.409
C -0.402 -1.480 -0.448 -1.003
N -0.880 -0.349 -0.232 0.945
C -1.343 0.652 -0.995 0.618
C -0.827 1.054 -2.202 -0.284
C -1.393 1.888 -2.971 -0.714
C -2.236 2.719 -2.508 0.336
C -2.688 2.765 -1.249 -0.427
C -2.512 1.526 -0.483 -1.177
H -2.767 1.356 0.412 0.772
H -3.663 3.287 -0.703 0.254
F -2.661 4.076 -3.113 -0.378
H -0.849 2.302 -3.811 0.353
H -0.116 0.372 -2.713 0.321
H -1.515 -0.419 0.834 0.346
C -1.091 -2.795 -0.151 -1.417
C -0.920 -3.119 1.507 -1.067
C 0.586 -3.218 1.508 -0.422
H 0.867 -3.329 2.695 0.243
H 1.092 -4.160 0.671 0.255
H -1.363 -3.861 1.652 0.936
H -1.039 -2.028 2.039 0.156
H -2.346 -2.687 -0.326 0.227
H -0.906 -3.640 -0.554 0.743
H -0.577 -1.460 -1.708 0.184
C 2.690 -0.009 1.288 -1.638
N 1.881 1.077 0.947 0.218
C 1.943 1.914 -0.079 0.709
O 2.965 1.796 -0.839 -0.685
C 1.071 3.087 -0.053 -0.482
H 0.270 2.945 -1.087 0.053
H 1.639 3.997 -0.176 0.541
S -0.269 2.897 1.514 -0.082
C 0.646 1.307 1.826 0.353
O 0.200 0.500 2.798 -0.543
H 3.276 0.039 0.601 0.947
H 3.231 0.330 2.425 0.289


Entry 11:
10
Properties=species:S:1:pos:R:3:mulliken_charge:R:1 method="wB97M-V/def2-TZVPD" smiles=CC#C[SiH2]Cl e_homo_ev=-9.26 homo_lumo_gap_ev=9.91 relative_energy_kcal_mol=23.4 energy_ha=-866.9220
C 2.278 0.689 0.156 -0.948
C 0.921 0.106 0.214 0.428
C -0.235 -0.197 -0.040 -0.615
Si -2.388 -0.732 -0.067 0.583
Cl -3.262 0.020 -1.686 -0.170
H 2.172 1.618 0.559 0.302
H 2.977 -0.002 0.640 0.273
H 2.380 0.794 -0.893 0.267
H -2.839 -0.226 1.279 -0.050
H -2.005 -2.069 -0.162 -0.071


Entry 12:
20
Properties=species:S:1:pos:R:3:mulliken_charge:R:1 method="wB97M-V/def2-TZVPD" e_homo_ev=-12.58 homo_lumo_gap_ev=4.40 relative_energy_kcal_mol=0.0 energy_ha=-1339.8147 total_charge=+1
Ca 3.676 -0.092 -2.673 1.852
N 0.429 0.267 -1.081 0.673
O -0.440 0.175 -1.917 -0.599
O 1.574 0.013 -1.406 -0.546
O 0.046 0.485 0.076 -0.484
O 0.027 -0.779 2.749 -0.587
H -0.329 -0.446 1.925 0.335
H 0.292 0.005 3.230 0.310
O -2.515 -1.928 -2.659 -0.606
H -1.634 -2.215 -2.901 0.280
H -2.433 -0.982 -2.536 0.347
O 1.444 -2.168 0.866 -0.592
H 0.986 -1.618 0.230 0.306
H 2.247 -1.686 1.065 0.281
O -2.808 0.838 0.222 -0.637
H -1.955 0.405 0.253 0.374
H -2.708 1.605 0.786 0.302
O 1.264 2.956 1.539 -0.596
H 2.091 2.483 1.450 0.282
H 0.748 2.683 0.781 0.302